[1]
Below is a molecular structure, C25H37HgN4S4Se at a distorted geometry, with properties calculated with ωB97M-V/def2-TZVPD.

Geometry as XYZ:
```
72
Properties=species:S:1:pos:R:3:forces:R:3
Hg -3.605 0.762 2.489 -0.1812 0.2917 -0.0649
S -2.535 -0.137 0.488 0.7862 -0.4358 0.7135
S -3.884 -0.026 -1.028 -0.4730 0.7563 -0.2684
S -5.726 0.062 -0.111 -0.4810 -0.1638 0.4147
S -5.774 1.470 1.448 0.0386 -0.2170 -0.7574
C 5.049 0.445 1.593 -6.5327 -2.8975 0.4271
C 4.281 -0.242 0.432 2.6760 3.9867 -1.9751
C 3.492 -1.325 0.845 -3.2527 -4.7486 4.3348
C 2.116 -0.828 1.456 0.9195 1.3990 -0.9853
N 1.384 -0.301 0.372 -5.1542 1.1871 -6.5691
C 0.984 1.045 -0.116 1.8101 -2.5703 -1.8727
Se 1.541 2.620 0.641 -0.2886 -0.5250 0.2814
N 0.532 0.958 -1.508 -0.6068 -7.1668 3.5382
C 0.034 2.022 -2.233 -1.1519 1.5977 3.8766
C 0.494 2.167 -3.584 2.1786 -8.5556 -3.0670
C 1.971 1.867 -4.000 -2.0265 -3.6928 0.8506
C 2.956 2.485 -3.046 1.5341 -1.1217 1.6711
C 0.055 -0.603 -1.730 5.9172 4.6263 5.9257
C -0.569 -1.422 -2.543 -3.6101 3.3600 -5.6581
C -0.690 -2.712 -2.436 -0.8448 -7.0497 1.8855
C -0.247 -3.397 -1.225 1.3925 -3.0096 -3.3268
C 0.388 -2.556 -0.432 4.5437 2.7435 3.9429
C 0.746 -1.217 -0.656 -2.2327 1.4791 0.5329
H 5.634 1.164 1.403 3.4464 6.4353 -2.7037
H 5.637 0.147 2.349 2.6283 -4.0877 2.1580
H 4.292 0.761 2.343 -0.2611 0.7828 -0.9821
H 4.867 -0.533 -0.469 0.3454 0.2545 0.8747
H 3.646 0.620 -0.003 0.6595 -1.2691 0.6435
H 3.902 -1.734 2.001 -0.3775 0.0169 -3.6999
H 3.266 -2.117 -0.030 0.6383 1.4101 2.4557
H 2.276 0.109 2.010 0.2814 -0.6484 0.7812
H 1.531 -1.580 1.992 0.2556 0.1631 0.1148
H 0.595 2.791 -1.624 -1.1708 0.3496 -0.7880
H -1.088 2.131 -1.996 1.4547 0.1111 -0.9336
H 0.365 3.035 -3.655 -0.8401 13.8059 -0.8058
H -0.189 2.081 -4.401 -0.8333 -2.4011 -0.6356
H 2.258 1.949 -5.116 -0.9124 -0.0426 1.8525
H 1.823 0.685 -3.690 1.6073 2.3791 -1.2910
H 3.078 3.625 -3.093 0.0847 -1.7036 -0.1665
H 3.921 1.838 -3.182 -1.0832 1.8948 0.1847
H 2.661 2.212 -1.959 0.3931 0.7248 -1.7261
H -1.156 -1.100 -3.442 0.9487 0.5183 0.5088
H -1.239 -3.305 -3.202 0.5674 0.7633 0.4996
H 0.222 -4.576 -1.111 -2.5325 3.1889 -0.4642
H 1.016 -2.758 0.437 -0.6383 -1.7036 0.2383
C -2.543 0.787 7.826 4.6222 -7.6431 1.5902
C -1.579 0.694 6.639 -0.6545 0.4988 -1.9272
C -0.612 1.899 6.883 3.2804 -1.1611 -1.7133
C -1.080 -0.787 6.376 3.2656 -0.2205 0.0962
C -2.312 1.054 5.351 2.7976 -0.8161 5.1321
C -3.115 1.076 4.495 -2.4144 0.0969 -4.0062
H -1.739 0.802 8.739 -2.5519 0.2655 -1.5113
H -2.931 -0.357 7.810 0.0554 2.7021 0.6781
H -3.307 1.424 7.801 -2.6424 2.8589 0.0053
H 0.316 1.905 7.570 -0.6883 -1.4953 -1.1494
H -1.170 2.407 7.620 -1.0728 2.3929 -0.6044
H -0.221 2.224 5.804 -1.1887 0.3864 2.7371
H -0.944 -1.383 7.337 0.1259 1.0395 -0.7816
H 0.118 -0.624 5.900 -3.7124 -0.9730 1.0228
H -1.758 -1.504 5.771 1.1426 1.8798 0.4445
C -2.691 0.535 -6.709 0.4757 1.2242 -0.8793
C -2.135 -0.884 -6.751 0.6381 -0.7616 -0.8826
N -1.262 -1.342 -5.834 -0.6734 -0.8786 0.0067
C -1.052 -2.682 -6.207 -2.2769 3.8195 -1.9493
C -1.724 -2.885 -7.372 -0.9710 1.6760 -0.2296
N -2.430 -1.786 -7.786 0.5421 1.6571 2.3055
H -2.623 0.963 -7.778 -0.3449 -0.5741 1.4836
H -2.110 1.311 -6.055 -0.9346 -1.7978 -0.8810
H -3.767 0.530 -6.404 0.8095 0.1651 -0.1886
H -0.468 -3.345 -5.756 2.5595 -2.3575 2.2274
H -1.803 -3.678 -8.023 0.1892 -2.2007 -0.9899
H -5.371 -2.934 12.076 0.0007 0.0009 -0.0012
```
Positions in Å, forces in eV/Å.

Summary:
Relative energy (zero: lowest compared OMol25 entry of this formula, charge and spin) = 0.0 kcal per mole
E_HOMO (spin up / spin down) = -1.788 / -1.788 eV
Total energy = -145332.874 eV
Net charge = -2
HOMO-LUMO gap (spin up / spin down) = 0.20565 / 0.20564 Eh
<S²> = 0.750
Spin multiplicity = 2


[2]
Below is a molecular structure, C25H37IKN8O3 at a distorted geometry, with properties calculated with ωB97M-V/def2-TZVPD.

Geometry as XYZ:
```
75
Properties=species:S:1:pos:R:3:forces:R:3
K -0.485 0.199 -0.010 0.2763 0.4394 1.1132
C -2.785 -2.035 0.478 0.0211 0.0459 0.0469
C -3.270 -0.642 0.025 -0.0064 -0.0864 -0.1545
N -2.685 -0.392 -1.279 -0.2763 -0.1353 -0.1008
C -2.791 0.887 -1.947 0.0982 0.0030 -0.0544
C -0.565 0.447 -3.255 -0.0958 -0.0006 0.1420
C 0.299 1.250 -4.194 0.0516 0.0455 0.0208
C 1.555 0.827 -4.452 0.0576 -0.0163 -0.0367
C 2.154 -0.256 -3.740 -0.0823 0.0968 -0.0566
C 1.426 -0.723 -2.654 0.0032 -0.2049 0.0983
C 2.081 -1.691 -1.669 0.0415 0.0266 0.0229
N 1.333 -1.897 -0.419 -0.1040 -0.2188 -0.2320
C 0.221 -2.847 -0.583 -0.0093 0.0149 0.0095
C -0.532 -3.092 0.724 -0.0730 0.0390 -0.0776
N -1.446 -2.004 1.096 -0.2384 -0.2191 -0.0391
N 0.212 -0.343 -2.323 0.1081 0.0852 -0.5834
H -2.742 -2.665 -0.414 -0.0117 -0.0125 -0.0055
H -3.522 -2.489 1.154 0.0217 0.0361 0.0140
H -2.942 0.107 0.758 -0.1129 0.0206 -0.0029
H -4.373 -0.619 0.018 0.0273 -0.0233 0.0550
H -3.005 -1.114 -1.930 0.0778 -0.0124 -0.0642
H -3.202 1.651 -1.291 0.0089 -0.0099 -0.0387
H -3.432 0.793 -2.826 0.0606 -0.0297 0.0026
H -0.157 2.069 -4.739 0.0053 0.0122 -0.0123
H 2.133 1.346 -5.213 0.0020 -0.0123 0.0096
H 3.162 -0.593 -3.941 0.0198 -0.0029 -0.0121
H 3.066 -1.295 -1.401 -0.0087 -0.0289 -0.0178
H 2.247 -2.643 -2.198 -0.0164 0.0156 -0.0107
H 1.975 -2.290 0.262 0.0063 0.0580 0.0149
H 0.576 -3.814 -0.971 0.0133 -0.0017 0.0294
H -0.443 -2.449 -1.352 -0.0718 -0.0438 -0.0504
H 0.189 -3.204 1.542 0.0078 -0.0018 -0.0022
H -1.065 -4.050 0.635 -0.0011 0.0139 0.0040
H -1.539 -1.959 2.101 0.0414 0.0124 -0.0017
N 1.274 2.144 -1.018 -0.0847 0.0487 -0.1056
C 0.429 3.000 -1.874 -0.0485 0.0355 -0.0736
C -1.030 2.542 -1.795 0.0170 -0.2508 -0.0765
O -1.783 3.225 -1.085 -0.0355 0.0830 0.0508
N -1.455 1.393 -2.393 0.0274 -0.1714 -0.0754
C -1.465 -0.447 -4.180 0.0911 0.0277 -0.1483
C -2.021 -1.821 -3.726 -0.0930 -0.0559 0.3825
O -3.274 -1.890 -3.535 0.0294 0.1095 -0.0162
O -1.201 -2.744 -3.578 0.0378 0.0583 -0.0839
H 2.239 2.424 -1.147 0.0089 0.0419 0.0526
H 1.217 1.193 -1.398 0.1885 0.1814 -0.2143
H 0.768 3.025 -2.909 0.0081 0.0281 0.0703
H 0.426 4.010 -1.463 -0.0319 -0.0344 0.0023
H -0.780 -0.687 -4.996 -0.0383 -0.0258 0.0051
H -2.265 0.171 -4.597 -0.0120 0.0041 0.0092
I -4.260 1.641 5.841 -0.0691 -0.0234 0.0971
C -3.177 2.211 4.160 0.1289 0.0598 -0.1994
C -3.371 3.450 3.568 -0.0540 0.0159 0.0430
C -2.619 3.768 2.450 0.0440 -0.0833 0.0062
C -1.698 2.840 1.977 -0.1028 0.0832 0.0590
N -1.520 1.650 2.544 -0.0294 -0.0313 -0.1047
C -2.249 1.339 3.610 -0.0396 0.0386 0.0691
H -4.099 4.144 3.967 0.0040 -0.0009 -0.0056
H -2.745 4.707 1.931 -0.0177 0.0214 0.0186
H -1.117 3.065 1.092 0.0346 -0.0266 -0.0182
H -2.090 0.358 4.044 0.0207 -0.0080 -0.0072
C 4.406 -1.190 2.046 0.0357 -0.0160 -0.0011
C 3.573 -0.565 3.171 -0.0802 0.0717 -0.0919
C 3.401 -1.557 4.325 0.0353 -0.0077 0.0162
C 4.229 0.728 3.667 0.0282 -0.0059 0.0088
C 2.242 -0.243 2.622 0.0853 -0.1173 0.0543
N 1.212 -0.038 2.161 0.0923 0.0342 0.2475
H 5.411 -1.398 2.418 0.0073 -0.0076 -0.0084
H 4.480 -0.518 1.192 -0.0004 0.0154 0.0005
H 3.964 -2.125 1.705 -0.0086 -0.0078 0.0024
H 4.386 -1.832 4.708 0.0035 -0.0035 0.0145
H 2.895 -2.462 3.992 -0.0032 -0.0052 -0.0135
H 2.824 -1.116 5.137 -0.0159 0.0064 0.0036
H 5.220 0.498 4.061 0.0076 0.0073 0.0088
H 3.637 1.187 4.458 -0.0098 0.0058 0.0054
H 4.336 1.447 2.855 -0.0026 0.0003 -0.0134
```
Positions in Å, forces in eV/Å.

Summary:
Relative energy (zero: lowest compared OMol25 entry of this formula, charge and spin) = 0.0 kcal per mole
E_HOMO = -2.765 eV
Total energy = -69015.684 eV
Net charge = -1
HOMO-LUMO gap = 0.16429 Eh


[3]
Below is a molecular structure, C25H37LaN3OP2 at a distorted geometry, with properties calculated with ωB97M-V/def2-TZVPD.

Geometry as XYZ:
```
69
Properties=species:S:1:pos:R:3:forces:R:3
C 2.492 -3.422 2.776 -0.4297 0.4263 -1.1804
C 1.844 -3.059 1.598 0.4961 0.3643 0.3245
C 0.413 -3.137 1.525 -1.1242 0.6634 0.0495
C -0.294 -3.747 2.621 0.2118 0.0131 -0.2523
C 0.412 -4.074 3.813 0.8347 -0.0406 0.2039
C 1.780 -3.870 3.900 -0.9840 -0.3796 0.3562
C -1.668 -3.951 2.481 0.1417 0.0126 -0.1430
C -2.321 -3.662 1.281 0.1426 0.0683 -0.2727
C -1.555 -3.076 0.212 0.5143 0.6264 1.2285
C -2.181 -2.939 -1.073 -0.4749 0.5142 -0.2955
C -3.554 -3.141 -1.186 1.2940 0.2307 -0.0150
C -4.332 -3.534 -0.083 -0.0783 -0.3968 0.9432
C -3.720 -3.850 1.115 -0.4772 0.0160 -0.6079
H 3.581 -3.333 2.808 -0.3267 -0.0914 0.0603
H -0.148 -4.499 4.647 0.1838 0.1586 -0.1707
H 2.327 -4.073 4.819 -0.2622 -0.0745 -0.2112
H -2.226 -4.389 3.304 -0.0020 0.1609 -0.0313
H -4.019 -2.978 -2.159 0.0564 -0.1394 0.2448
H -5.412 -3.615 -0.205 0.2985 -0.1012 0.1262
H -4.290 -4.241 1.960 0.0795 0.1448 -0.2658
N -0.295 -2.583 0.482 0.4252 -2.0531 -1.0014
La -0.331 0.232 0.578 -1.6708 -1.4008 0.7572
C 2.646 -2.500 0.440 -0.2915 -0.0796 0.0687
H 2.329 -2.935 -0.518 0.0573 0.0596 0.2388
H 3.722 -2.683 0.590 -0.3363 -0.0969 -0.0843
C -1.388 -2.486 -2.289 0.0287 -0.0617 0.3550
H -0.439 -3.038 -2.381 -0.3292 0.1324 0.0538
H -1.987 -2.618 -3.202 0.2341 -0.1200 0.2203
P 2.418 -0.664 0.359 1.1829 -0.7800 0.5251
P -0.998 -0.693 -2.121 -0.0895 -0.6498 -1.1316
C -2.617 0.012 -2.594 0.0312 0.3261 0.0020
H -2.529 1.108 -2.545 -0.2313 -0.2676 -0.0885
H -2.897 -0.294 -3.610 0.0122 0.1139 0.1991
H -3.387 -0.327 -1.887 0.2031 0.1561 -0.1807
C 0.059 -0.355 -3.564 0.0146 0.1578 -0.2664
H -0.466 -0.564 -4.507 0.2200 0.0319 0.1800
H 0.335 0.711 -3.530 0.0295 -0.4023 -0.1083
H 0.966 -0.979 -3.498 -0.2913 0.3094 -0.0570
C 3.395 -0.229 1.843 0.0798 0.2809 0.0401
H 4.412 -0.630 1.747 -0.1254 0.0485 0.0563
H 3.427 0.863 1.927 -0.0028 -0.2482 0.0930
H 2.925 -0.636 2.746 0.0401 0.1887 -0.2296
C 3.602 -0.256 -0.954 0.1391 0.2693 -0.3251
H 3.590 0.832 -1.109 0.1166 -0.3098 -0.0813
H 4.612 -0.572 -0.656 -0.2532 0.0906 -0.1755
H 3.315 -0.760 -1.887 0.1143 0.2036 0.1984
H -1.650 -0.610 2.047 -0.4663 0.1010 0.2766
H 0.820 1.275 1.791 1.3117 0.9498 0.9538
C 1.907 3.646 -1.973 0.2855 -0.1999 -0.1985
N 0.881 4.273 -1.145 0.0230 -0.4821 -0.0922
C 0.919 5.725 -0.998 0.3563 0.1130 0.0891
C -0.305 6.266 -0.300 -0.5468 0.8470 -0.3252
C -0.897 5.351 0.733 0.1503 -0.0048 0.5913
N -1.010 4.005 0.194 -0.1884 -0.3357 0.2849
C -1.890 3.076 0.891 -0.0826 -0.2623 0.0680
C -0.017 3.473 -0.550 0.2621 -1.4285 0.0608
O 0.058 2.185 -0.673 -0.1930 2.7448 -0.8509
H 2.589 3.010 -1.384 -0.3281 0.2698 -0.1152
H 2.497 4.437 -2.448 -0.1696 -0.1692 0.1410
H 1.455 3.027 -2.763 0.1198 0.2131 0.2935
H 1.828 6.020 -0.451 -0.1304 -0.2694 -0.1505
H 0.977 6.177 -1.997 0.0983 -0.1465 0.1761
H -1.066 6.500 -1.049 -0.0201 -0.1120 0.0467
H -0.054 7.217 0.179 0.0019 -0.0863 -0.1058
H -1.905 5.681 1.010 0.2542 0.0022 -0.0809
H -0.282 5.376 1.659 -0.2570 -0.2765 -0.3778
H -1.389 2.603 1.760 -0.1290 0.1606 -0.2194
H -2.762 3.625 1.266 0.2372 -0.1778 -0.1328
H -2.250 2.298 0.190 0.0092 0.4747 0.3179
```
Positions in Å, forces in eV/Å.

Summary:
Relative energy (zero: lowest compared OMol25 entry of this formula, charge and spin) = 0.0 kcal per mole
E_HOMO (spin up / spin down) = -9.857 / -9.857 eV
Total energy = -52475.394 eV
Net charge = +1
HOMO-LUMO gap (spin up / spin down) = 0.24010 / 0.24013 Eh